No. 1
{
  "formula": "C25H33EuO2Se",
  "method": "wB97M-V/def2-TZVPD",
  "total_charge": -1,
  "multiplicity": 8,
  "e_homo_ev": [-2.950, -3.253],
  "gap_ev": [4.8, 5.1],
  "elements": ["O", "C", "C", "H", "H", "C", "H", "H", "C", "H", "H", "H", "C", "H", "H", "H", "Eu", "C", "C", "C", "H", "C", "C", "H", "H", "H", "H", "C", "C", "C", "H", "C", "C", "H", "H", "H", "H", "O", "C", "C", "H", "H", "C", "H", "H", "C", "H", "H", "H", "H", "Se", "C", "C", "C", "C", "C", "C", "H", "H", "H", "H", "H"],
  "coordinates": [[0.2087, 0.0608, -5.5828], [0.1168, 1.3549, -6.2622], [-0.0900, 0.7678, -7.6496], [1.0698, 1.8854, -6.1541], [-0.7323, 1.9506, -5.9088], [0.0902, -0.5796, -6.8880], [0.7253, 0.9830, -8.3458], [-1.1000, 0.9136, -8.0485], [1.3538, -1.2795, -7.3401], [2.2074, -0.5934, -7.3527], [1.1842, -1.6343, -8.3681], [1.5862, -2.1400, -6.6992], [-1.1167, -1.4776, -7.0081], [-2.0311, -0.9478, -6.7278], [-0.9963, -2.3653, -6.3746], [-1.2084, -1.7988, -8.0558], [-0.0418, 0.0046, 1.9821], [-2.4094, -0.6890, 3.3109], [-2.3050, 0.7225, 3.4826], [-2.5311, 1.3501, 2.2199], [-2.1000, 1.2447, 4.4203], [-2.7154, 0.3171, 1.2421], [-2.6472, -0.9417, 1.9175], [-2.7824, -1.9237, 1.4630], [-2.3847, -1.4374, 4.0971], [-2.6045, 2.4251, 2.0472], [-2.8958, 0.4666, 0.1824], [1.0945, -1.9533, 3.6592], [0.2437, -2.6516, 2.7399], [0.8084, -2.5209, 1.4383], [-0.6523, -3.2055, 3.0033], [2.0070, -1.7366, 1.5440], [2.1764, -1.3955, 2.9234], [2.9849, -0.7963, 3.3477], [0.9605, -1.8962, 4.7407], [0.4109, -2.9553, 0.5165], [2.6561, -1.4448, 0.7188], [0.1293, 0.3825, -0.3745], [-0.2273, -0.5267, -1.4717], [-0.4655, 0.3843, -2.6678], [-1.1335, -1.0663, -1.1606], [0.5998, -1.2424, -1.6109], [0.3196, 1.6643, -2.3745], [-1.5420, 0.5934, -2.7295], [-0.1762, -0.0740, -3.6102], [0.3607, 1.7653, -0.8538], [-0.1023, 2.5424, -2.8600], [1.3461, 1.5628, -2.7379], [-0.4343, 2.4065, -0.4362], [1.3415, 2.0783, -0.4664], [1.1774, 2.0089, 4.0095], [1.0342, 1.4623, 5.7707], [0.1494, 0.4457, 6.2064], [0.0654, 0.0919, 7.5567], [0.8551, 0.7399, 8.5166], [1.7571, 1.7437, 8.1000], [1.8350, 2.1015, 6.7663], [-0.4819, -0.0612, 5.4748], [-0.6251, -0.6986, 7.8657], [0.7734, 0.4760, 9.5731], [2.3895, 2.2411, 8.8300], [2.5144, 2.8960, 6.4534]]
}



No. 2
{
  "formula": "C25H33F2O27Pb",
  "method": "wB97M-V/def2-TZVPD",
  "total_charge": -1,
  "multiplicity": 1,
  "e_homo_ev": -2.441,
  "gap_ev": 4.0,
  "e_above_lowest_kj_mol": 0.0,
  "elements": ["Pb", "O", "C", "O", "O", "H", "O", "C", "O", "O", "H", "O", "C", "O", "O", "H", "C", "C", "C", "O", "C", "O", "O", "H", "H", "H", "H", "H", "H", "C", "C", "C", "O", "C", "O", "O", "H", "H", "H", "H", "H", "H", "C", "C", "C", "O", "C", "O", "O", "H", "H", "H", "H", "H", "H", "C", "C", "C", "O", "C", "O", "O", "H", "H", "H", "H", "H", "H", "C", "C", "O", "C", "O", "O", "F", "H", "H", "H", "C", "C", "O", "C", "O", "O", "F", "H", "H", "H"],
  "coordinates": [[19.0270, -10.5076, 24.4007], [16.7159, -6.9498, 26.5861], [17.8131, -7.4759, 26.0453], [17.8327, -8.5103, 25.3367], [18.8865, -6.9585, 26.3665], [17.2615, -6.3403, 27.0884], [21.8961, -7.9576, 22.6232], [21.4986, -7.7922, 23.9001], [21.7587, -6.8243, 24.6131], [20.7794, -8.6124, 24.4881], [21.7670, -7.0556, 22.3211], [19.9917, -10.6862, 28.9910], [19.9423, -10.2825, 27.7290], [20.3822, -9.1409, 27.4257], [19.3830, -11.0020, 26.8610], [20.6170, -9.9777, 29.1603], [14.8497, -15.2583, 25.8693], [14.4613, -13.8784, 25.2550], [13.8142, -12.8575, 26.1774], [14.8584, -11.8744, 26.4016], [15.8411, -12.0728, 25.5538], [16.7253, -11.2823, 25.3150], [15.6995, -13.2545, 24.9182], [15.2000, -15.1250, 26.8928], [15.6306, -15.7403, 25.2811], [13.9528, -15.8778, 25.8688], [13.7406, -14.0622, 24.4582], [13.5061, -13.3286, 27.1108], [12.9645, -12.4340, 25.6421], [18.7052, -17.3768, 25.6538], [19.6259, -16.2043, 25.7593], [20.7231, -16.2886, 24.7254], [20.5103, -15.0894, 23.9936], [19.5274, -14.2971, 24.5259], [19.3533, -13.1071, 24.2239], [18.9448, -15.0120, 25.4962], [19.3011, -18.2865, 25.7275], [18.1784, -17.5560, 24.7165], [18.0481, -17.2830, 26.5184], [19.8992, -16.0711, 26.8060], [20.6440, -17.1794, 24.1023], [21.6309, -16.3966, 25.3190], [23.2144, -10.8359, 19.1374], [21.7004, -11.2733, 19.3483], [21.5054, -12.5568, 20.0844], [20.4551, -12.2490, 20.9637], [20.3964, -10.9029, 21.0605], [19.8726, -10.3315, 21.9704], [21.0140, -10.3762, 20.1062], [23.3099, -9.8482, 18.6864], [23.6979, -11.5619, 18.4838], [23.8349, -10.7853, 20.0321], [21.1790, -11.4513, 18.4078], [22.3931, -12.9005, 20.6154], [21.2243, -13.3506, 19.3923], [13.3554, -12.3192, 20.8604], [14.7049, -12.8939, 20.9124], [15.6990, -12.6132, 19.8044], [16.9169, -12.2718, 20.4446], [16.6626, -12.1608, 21.7261], [17.4271, -11.7352, 22.5773], [15.4125, -12.2985, 21.9754], [13.3769, -11.2732, 20.5545], [12.8620, -12.4052, 21.8285], [12.8203, -12.9551, 20.1552], [14.7232, -13.9621, 21.1288], [15.2643, -11.8370, 19.1745], [15.9025, -13.4275, 19.1090], [15.5578, -7.9047, 20.0590], [16.4359, -6.6342, 20.0798], [17.4813, -7.0772, 20.9821], [17.1373, -8.1398, 21.5856], [17.8698, -8.6330, 22.4624], [15.9818, -8.6281, 21.1784], [15.7094, -5.6763, 20.6172], [15.7359, -8.5573, 19.2043], [14.4847, -7.8205, 20.2303], [16.8174, -6.3468, 19.1000], [24.9901, -11.5151, 23.3670], [25.0292, -10.7678, 24.6898], [23.7108, -10.8975, 25.1333], [22.8885, -11.3227, 24.1049], [21.7219, -11.4292, 24.1933], [23.6713, -11.5410, 22.9802], [25.2925, -9.4991, 24.5205], [25.2746, -12.5497, 23.5589], [25.6522, -11.2204, 22.5528], [25.7947, -11.1563, 25.3615]]
}



No. 3
{
  "formula": "C25H33F4N4SeSn",
  "method": "wB97M-V/def2-TZVPD",
  "total_charge": 1,
  "multiplicity": 1,
  "e_homo_ev": -10.981,
  "gap_ev": 8.2,
  "e_above_lowest_kj_mol": 0.0,
  "elements": ["Sn", "C", "N", "C", "C", "C", "N", "C", "C", "F", "C", "F", "C", "C", "F", "C", "F", "H", "H", "H", "H", "H", "H", "H", "H", "H", "H", "H", "C", "C", "C", "C", "N", "C", "Se", "N", "C", "C", "C", "C", "C", "C", "C", "C", "C", "C", "H", "H", "H", "H", "H", "H", "H", "H", "H", "H", "H", "H", "H", "H", "H", "H", "H", "H", "H", "H", "H", "H"],
  "coordinates": [[-2.6631, -1.3446, -1.3639], [-0.5486, -3.4572, -2.6854], [-1.4582, -3.3941, -1.5274], [-2.5245, -4.4161, -1.6556], [-0.7155, -3.5557, -0.2508], [-0.4548, -2.1882, 0.3545], [-1.7251, -1.4677, 0.4833], [-2.3534, -1.4823, 1.7279], [-3.6770, -1.8835, 1.8943], [-4.3676, -2.2962, 0.8073], [-4.2985, -1.9020, 3.1239], [-5.5589, -2.3326, 3.1974], [-3.6299, -1.5046, 4.2613], [-2.3264, -1.0798, 4.1182], [-1.6420, -0.6481, 5.1821], [-1.7034, -1.0619, 2.8879], [-0.4483, -0.5866, 2.8007], [-0.1180, -4.4564, -2.7819], [-1.0913, -3.2200, -3.5987], [0.2529, -2.7285, -2.5622], [-2.1008, -5.4238, -1.6224], [-3.2424, -4.3062, -0.8418], [-3.0463, -4.2871, -2.6022], [-1.3190, -4.1500, 0.4379], [0.2238, -4.0915, -0.4238], [0.0597, -2.2980, 1.3088], [0.2111, -1.6377, -0.3167], [-4.1113, -1.5190, 5.2294], [2.8156, 2.1639, -2.8847], [3.5608, 0.8543, -3.1370], [3.6617, -0.0454, -1.9030], [2.3318, -0.6887, -1.4899], [1.5558, 0.1331, -0.5498], [0.3276, 0.6384, -0.7548], [-0.7436, 0.3640, -2.2780], [-0.0426, 1.3137, 0.3414], [-1.2599, 2.1160, 0.5203], [-0.9871, 3.6106, 0.4034], [-0.4810, 4.0397, -0.9683], [-0.3307, 5.5540, -1.0731], [0.9785, 1.2429, 1.2929], [1.0587, 1.7367, 2.5894], [2.2057, 1.4345, 3.2969], [3.2297, 0.6556, 2.7335], [3.1395, 0.1637, 1.4449], [1.9890, 0.4879, 0.7322], [2.8159, 2.7933, -3.7767], [3.2848, 2.7321, -2.0748], [1.7696, 1.9884, -2.6188], [4.5732, 1.0731, -3.4827], [3.0687, 0.3022, -3.9460], [4.0660, 0.5359, -1.0690], [4.3701, -0.8526, -2.0957], [2.4884, -1.6607, -1.0193], [1.7062, -0.8315, -2.3667], [-1.6670, 1.8649, 1.4996], [-1.9695, 1.7954, -0.2351], [-0.2632, 3.9091, 1.1675], [-1.9229, 4.1262, 0.6308], [-1.1691, 3.6779, -1.7392], [0.4889, 3.5694, -1.1652], [-1.2864, 6.0553, -0.9047], [0.0295, 5.8459, -2.0603], [0.3807, 5.9313, -0.3339], [0.2625, 2.3248, 3.0288], [2.3127, 1.7961, 4.3116], [4.1086, 0.4298, 3.3245], [3.9194, -0.4620, 1.0269]]
}